1.
Entry from OMol25: a molecular structure, C38H47AsHfN3O4P at a distorted geometry (ωB97M-V with the def2-TZVPD basis set).

Structure (XYZ):
```
95
Properties=species:S:1:pos:R:3
Hf 1.30690 -2.19398 -0.61951
C 1.79311 -4.07778 -3.48592
O 2.28815 -3.57356 -2.21358
C 3.72706 -3.72381 -2.10765
C 4.14595 -3.10464 -0.78732
O 3.43727 -1.85552 -0.54734
C 3.91644 -0.65703 -1.22414
C 3.13910 -0.43004 -2.50713
O 1.75068 -0.73931 -2.22062
C 0.87660 -0.51015 -3.36457
H 1.86664 -5.16443 -3.51455
H 2.38057 -3.66440 -4.30597
H 0.75763 -3.76803 -3.59193
H 4.20808 -3.24017 -2.96015
H 4.00155 -4.78046 -2.12027
H 5.22407 -2.95093 -0.75721
H 3.87023 -3.75613 0.04336
H 4.98680 -0.71853 -1.41804
H 3.74127 0.16577 -0.52841
H 3.48260 -1.06111 -3.32906
H 3.23136 0.61430 -2.80993
H 0.82205 0.55626 -3.58089
H -0.11302 -0.88159 -3.10286
H 1.25683 -1.03012 -4.24404
C 2.37182 -3.38132 3.99146
C 2.61788 -2.11804 3.45656
C 2.29204 -1.87384 2.14564
N 1.73472 -2.81358 1.33730
C 1.50527 -4.04098 1.86748
C 1.80457 -4.35359 3.17199
H 2.61605 -3.60247 5.02313
H 3.06404 -1.33440 4.05431
H 2.46829 -0.89512 1.71085
H 1.05186 -4.77819 1.21359
H 1.60336 -5.34894 3.54513
C -1.72556 0.41892 -0.39085
C -2.35976 1.46724 0.49750
As -3.74382 2.54674 -0.48275
C -3.93222 3.91495 0.88678
C -3.82960 3.64527 2.24920
C -3.93207 4.67798 3.17040
C -4.16304 5.97572 2.73610
C -4.28370 6.24570 1.37980
C -4.18764 5.21587 0.45686
C -2.50191 3.47694 -1.68004
C -2.77960 3.52759 -3.04035
C -1.96408 4.26547 -3.89156
C -0.86974 4.94798 -3.38099
C -0.58832 4.89600 -2.02105
C -1.40050 4.16288 -1.16760
P -0.21404 -0.33596 0.41108
C -0.88228 -0.98614 1.97928
C -1.35736 -2.30325 1.95415
C -2.02917 -2.83429 3.04244
C -2.21923 -2.06051 4.17993
C -1.75268 -0.75431 4.21624
C -1.10171 -0.20908 3.11781
C 0.88644 1.08902 0.67630
C 1.46007 1.42678 1.90493
C 2.22024 2.58167 2.02087
C 2.42984 3.39624 0.91520
C 1.88675 3.05140 -0.31687
C 1.12628 1.90063 -0.44070
H -1.41849 0.85896 -1.34450
H -2.43350 -0.39016 -0.59118
H -1.62000 2.17827 0.87500
H -2.87174 1.00898 1.33869
H -3.69468 2.62806 2.60284
H -3.84959 4.46793 4.22898
H -4.28777 6.77067 3.45908
H -4.46382 7.25648 1.03931
H -4.31035 5.42533 -0.59948
H -3.64433 3.00660 -3.43519
H -2.20086 4.32303 -4.94571
H -0.24884 5.54049 -4.04020
H 0.24202 5.46308 -1.61597
H -1.19852 4.16427 -0.10095
H -1.23953 -2.90134 1.05462
H -2.42346 -3.84223 3.01188
H -2.74958 -2.47175 5.02884
H -1.91289 -0.14594 5.09668
H -0.80115 0.82797 3.15157
H 1.30821 0.80293 2.77559
H 2.63768 2.85738 2.98047
H 3.01371 4.30214 1.01237
H 2.03726 3.69392 -1.17481
H 0.68033 1.66014 -1.40008
N -0.85564 -5.41149 -1.45099
C -1.19073 -4.13521 -1.59313
N -2.39964 -3.81248 -2.00830
O -0.34524 -3.18736 -1.31549
H -1.49545 -6.16151 -1.67818
H 0.07728 -5.68629 -1.19736
H -3.09651 -4.50732 -2.24303
H -2.66366 -2.84514 -2.12314
```

For the orbital gap, the calculation gives 3.289 eV. The total energy comes out at -124227.640 eV. As for the highest occupied orbital energy: -15.7143 eV. Its largest force on an atom is 2.4 eV/A. Its charge is +4.

=====

2.
Entry from OMol25: 2 unconnected molecules or ions with the total composition C3H10N2O2 at a distorted geometry (ωB97M-V with the def2-TZVPD basis set).

Structure (XYZ):
```
17
Properties=species:S:1:pos:R:3
N 3.44195 -1.33503 1.06770
C 2.25336 -0.36985 0.84598
C 1.35314 -0.54734 -0.45995
C -0.08288 -0.05614 -0.31202
N -0.15027 1.15284 0.38747
O -1.04532 -0.77546 -0.42782
H 3.22228 -2.25036 1.43915
H 3.99980 -0.76536 1.70222
H 1.63285 -0.10873 1.71439
H 2.95690 0.40984 0.61721
H 1.29979 -1.63654 -0.58233
H 2.01524 -0.24995 -1.27110
H -1.05078 1.28192 0.82929
H 0.60368 1.36917 1.01829
O -5.08044 1.57926 -1.15424
H -4.19468 1.85323 -1.44838
H -4.98340 0.62164 -1.17856
```

As for the SMILES: NCCC(N)=O.O. For the orbital gap, the calculation gives 10.579 eV. The total energy comes out at -10347.644 eV. As for the highest occupied orbital energy: -9.9398 eV. Its largest force on an atom is 2.9 eV/A. The value obtained for the energy above the lowest of the compared OMol25 structures with the same formula, charge and spin is 1.8437 eV.

=====

3.
Entry from OMol25: 2 unconnected molecules or ions with the total composition C4H3N3OS at a distorted geometry (ωB97M-V with the def2-TZVPD basis set).

Structure (XYZ):
```
12
Properties=species:S:1:pos:R:3
C -1.88078 1.12703 -0.04956
C -1.01835 0.59801 -1.05803
C -0.75022 -0.51373 0.69768
C 2.51901 -0.23715 0.21826
N -1.64584 0.35793 1.03166
N 2.48722 -1.43047 0.17593
N -0.34225 -0.42934 -0.62197
O 2.67261 -2.50383 -0.26498
S 2.25080 1.34678 0.58268
H -2.76356 1.91995 -0.04605
H -0.88905 1.03820 -2.03273
H -0.63958 -1.27337 1.36712
```

For the orbital gap (spin up / spin down), the calculation gives 6.353 / 6.747 eV. The total energy comes out at -21543.496 eV. As for the highest occupied orbital energy (spin up / spin down): -8.9834 / -9.3004 eV. Its largest force on an atom is 3.7 eV/A. The value obtained for the energy above the lowest of the compared OMol25 structures with the same formula, charge and spin is 5.6958 eV.

=====

4.
Entry from OMol25: C3H5NO in the gas phase at a distorted geometry (ωB97M-V with the def2-TZVPD basis set).

Structure (XYZ):
```
10
Properties=species:S:1:pos:R:3
O -1.23203 -0.71236 -2.55373
C -0.23751 -0.41015 -2.01280
N 0.04635 -0.42848 -0.59461
C -0.77706 -0.29799 0.54771
C 0.19101 0.67980 0.30632
H 0.70228 -0.17114 -2.54888
H -0.45630 -1.12213 1.13509
H -1.81232 -0.23317 0.35451
H -0.05651 1.54665 -0.24570
H 1.13060 0.64802 0.77630
```

As for the SMILES: O=CN1CC1. For the orbital gap, the calculation gives 10.603 eV. The total energy comes out at -6727.450 eV. As for the highest occupied orbital energy: -9.5846 eV. Its largest force on an atom is 3.8 eV/A. The value obtained for the energy above the lowest of the compared OMol25 structures with the same formula, charge and spin is 2.1230 eV.

=====

5.
Entry from OMol25: 3 unconnected molecules or ions with the total composition C26H39ClF3N3O8P2S at a distorted geometry (ωB97M-V with the def2-TZVPD basis set).

Structure (XYZ):
```
83
Properties=species:S:1:pos:R:3
C 4.56111 3.39885 1.87744
C 3.58310 2.23725 1.83584
Cl 2.59265 2.20590 3.34948
C 2.62177 2.32826 0.65191
C 1.63592 1.16732 0.51920
O 2.16041 0.26559 -0.45765
C 1.98473 -1.13617 -0.38914
C 1.39497 -1.65144 -1.71365
O -0.01722 -1.65072 -1.60362
O -0.58574 -1.00013 -2.73955
P 3.67443 -1.96114 -0.25837
P 4.25265 -1.41002 1.76229
O 5.01903 -0.15710 1.77472
O 5.03545 -2.71140 2.27939
O 2.96027 -1.34323 2.73195
C 0.25676 1.71694 0.12175
N 0.32616 2.21275 -1.26475
C -0.39952 3.09519 -1.60828
S -1.28450 4.29233 -2.07021
O -0.82592 0.83006 0.14206
C -1.16311 0.23086 1.40746
C -2.45185 -0.58813 1.24495
C -3.32156 -0.30614 0.01200
C -4.72227 -0.91002 0.17222
C -5.54570 -0.29179 1.31386
O -5.96279 -1.22514 2.30719
C -1.26938 1.26393 2.53580
C -2.29432 2.37103 2.22432
C -3.21453 2.69941 3.37170
F -4.29355 3.35770 2.96708
F -3.64017 1.61804 4.02307
F -2.61756 3.46942 4.29013
H 5.20870 3.32966 2.75786
H 5.19659 3.36115 0.98240
H 4.03286 4.36016 1.89537
H 4.14350 1.29791 1.80499
H 2.08049 3.28104 0.74158
H 3.20443 2.37075 -0.28100
H 1.53016 0.66115 1.49202
H 1.32010 -1.41836 0.44104
H 1.74136 -2.66224 -1.98238
H 1.71975 -0.96448 -2.50608
H -0.69228 -0.10196 -2.36983
H 3.14667 -3.21771 0.11968
H 4.60926 -3.15407 3.02687
H 2.23344 -1.93126 2.47588
H 0.05184 2.57150 0.78642
H -0.34762 -0.45904 1.68309
H -3.04974 -0.42249 2.15626
H -2.20294 -1.65721 1.22747
H -2.83801 -0.74113 -0.86967
H -3.41081 0.77228 -0.18910
H -5.26293 -0.77105 -0.77450
H -4.63350 -1.99388 0.33237
H -4.97531 0.52491 1.79415
H -6.47240 0.15217 0.93479
H -5.25703 -1.87593 2.43213
H -0.29014 1.70259 2.76529
H -1.56375 0.70999 3.43611
H -2.92930 2.10529 1.37112
H -1.79398 3.31623 1.97372
C -3.45011 -5.99398 -1.63675
C -2.70726 -4.89423 -2.03404
C -2.40234 -3.92012 -1.09335
N -2.79132 -3.98888 0.18040
C -3.50787 -5.04973 0.54910
C -3.86043 -6.07481 -0.31519
H -3.70764 -6.77250 -2.34330
H -2.36862 -4.78356 -3.05534
H -1.82431 -3.04621 -1.37097
H -3.81819 -5.08064 1.58832
H -4.44468 -6.91169 0.04235
C 3.53753 3.26405 -5.04096
C 2.78842 2.85764 -3.94816
C 3.14944 1.68845 -3.29333
N 4.18064 0.92837 -3.66238
C 4.89126 1.32900 -4.71418
C 4.61348 2.48318 -5.43260
H 3.28868 4.17095 -5.57727
H 1.93919 3.43236 -3.60228
H 2.59049 1.34350 -2.43417
H 5.72568 0.69586 -4.99605
H 5.22881 2.75875 -6.27846
```

As for the SMILES: C[C@@H](Cl)C[C@H](O[C@@H](COO)PP(=O)(O)O)[C@@H](N=C=S)O[C@H](CCCCO)CCC(F)(F)F.c1ccncc1.c1ccncc1. For the orbital gap, the calculation gives 9.574 eV. The total energy comes out at -98531.595 eV. As for the highest occupied orbital energy: -9.6894 eV. Its largest force on an atom is 1.3 eV/A.

=====

6.
Entry from OMol25: 2 unconnected molecules or ions with the total composition C5H7NO3 at a distorted geometry (ωB97M-V with the def2-TZVPD basis set).

Structure (XYZ):
```
16
Properties=species:S:1:pos:R:3
C 0.52257 -1.34438 1.13470
C -0.48722 -0.70296 1.56952
N -1.46186 -0.04993 2.04248
O -1.27668 0.94324 2.78839
O -2.78023 -0.30602 1.33577
H 0.98008 -2.19426 1.64936
H 1.06268 -0.94263 0.30938
H -3.28187 0.35586 1.71651
C 2.57977 -0.72742 -1.26872
C 1.47262 -0.63051 -1.72389
O 0.44635 0.04341 -2.14815
C 0.01303 1.02943 -1.33572
H 3.44367 -1.12941 -0.82933
H -0.92718 0.71642 -0.87133
H -0.23774 1.94099 -1.92658
H 0.65998 1.27461 -0.40042
```

As for the SMILES: C=C=[N+]([O-])O.C#COC. For the orbital gap, the calculation gives 9.548 eV. The total energy comes out at -12921.560 eV. As for the highest occupied orbital energy: -9.0103 eV. Its largest force on an atom is 4.9 eV/A. The value obtained for the energy above the lowest of the compared OMol25 structures with the same formula, charge and spin is 10.6244 eV.

=====

7.
Entry from OMol25: a molecular structure, C3H4MnO4 at a distorted geometry (ωB97M-V with the def2-TZVPD basis set).

Structure (XYZ):
```
12
Properties=species:S:1:pos:R:3
O 0.96341 1.03285 0.05674
C 0.22538 1.47193 1.00445
C 0.02499 -0.09717 -0.67893
O 0.50776 2.34018 1.83649
O -1.07286 1.22259 0.78928
C -1.20371 -0.12509 0.11461
H 0.58232 -1.04258 -0.75247
H -0.05622 0.38980 -1.66098
H -1.10447 -0.80335 0.97848
Mn -1.46173 3.16620 1.55939
O 1.26722 -3.30126 -1.56888
H 1.32792 -4.25409 -1.67818
```

Its expectation value of S² is 12.00. The spin multiplicity is 7. For the orbital gap (spin up / spin down), the calculation gives 4.056 / 3.586 eV. The total energy comes out at -42680.968 eV. As for the highest occupied orbital energy (spin up / spin down): -2.1728 / -2.1727 eV. Its largest force on an atom is 3.3 eV/A. The value obtained for the energy above the lowest of the compared OMol25 structures with the same formula, charge and spin is 2.3344 eV. Its charge is -1.

=====

8.
Entry from OMol25: a molecular structure, C12H25AlBBe2Br2ClF8I2MgO8PS2 at a distorted geometry (ωB97M-V with the def2-TZVPD basis set).

Structure (XYZ):
```
66
Properties=species:S:1:pos:R:3
C 5.18373 -1.23110 0.22106
C 3.80778 -1.82401 0.24817
O 3.18507 -1.78011 -1.02091
C 1.89916 -1.21392 -1.05567
C 0.81382 -2.28268 -1.31602
B 0.12598 -2.62164 0.08076
O 1.10611 -3.21104 0.95172
P -1.20860 -4.08648 -0.07702
S -0.20364 -5.81474 -0.25119
C -0.40849 -1.26235 0.77828
I 0.35798 -0.76321 2.56111
C -1.40663 -0.35711 0.17545
C -2.09557 -0.68747 -1.11052
I -1.94878 1.40462 1.11177
H 5.64766 -1.48159 1.15741
H 5.79837 -1.64251 -0.55552
H 5.11925 -0.16125 0.15169
H 3.90900 -2.86092 0.53833
H 3.24209 -1.35066 1.03344
H 1.81702 -0.58004 -1.88175
H 1.66906 -0.59117 -0.22165
H 0.12111 -2.00608 -2.10211
H 1.33611 -3.16076 -1.69312
H 1.70064 -3.77673 0.46424
H -1.94541 -3.93220 -1.30865
H -2.18296 -4.09364 0.93362
H -2.63661 -1.61987 -0.96710
H -1.40784 -0.74860 -1.91875
H -2.81342 0.06059 -1.37562
Mg -0.85556 -4.91247 -2.71218
C 0.60691 3.59195 3.29161
F -0.61419 3.66014 2.85173
F 0.88515 4.67901 3.99129
F 0.74006 2.51457 4.13999
S 1.77229 3.37932 1.91599
O 1.66357 4.53727 1.12000
O 1.41230 2.14445 1.30069
O 3.06423 3.29468 2.71332
F 0.05714 0.32804 -0.50278
O -5.31313 0.25733 -0.35402
H -4.45488 0.56065 0.01829
H -5.37631 0.57458 -1.32095
H -6.04290 0.64393 0.16099
Be 2.94405 2.62026 4.32843
C -1.89507 1.88022 5.68952
C -2.19341 3.36569 5.96654
O -2.06282 4.15403 5.00742
O -2.53144 3.62186 7.12988
H -1.60438 1.75050 4.64571
H -1.08396 1.53919 6.33279
H -2.77801 1.27678 5.89410
Cl 2.91142 0.40674 4.76297
F -4.88881 4.10418 -2.84194
Al -4.60469 2.78746 -1.91334
F -5.82142 1.57399 -2.07506
F -4.53257 3.14759 -0.28083
F -3.16596 2.02461 -2.31777
Br 0.34200 0.01955 -3.92622
C 1.73485 -0.84894 -4.94881
C 2.22856 -0.06281 -6.11696
Br 0.90618 -0.16876 -7.54109
H 1.28607 -1.80604 -5.26344
H 2.53295 -1.02932 -4.22963
H 3.13635 -0.49985 -6.52366
H 2.40290 0.98200 -5.88722
Be 0.50573 -3.17894 -6.21101
```

For the orbital gap, the calculation gives 1.145 eV. The total energy comes out at -264249.517 eV. As for the highest occupied orbital energy: -8.6920 eV. Its largest force on an atom is 4.1 eV/A. Its charge is +1.